Record 1
A 2-piece molecular cluster, H4O2 overall at a distorted geometry. Source: the OMol25 dataset; level of theory: ωB97M-V with the def2-TZVPD basis set.

HOMO-LUMO gap ... 11.496 eV
2S+1 ... 1
Net charge ... 0
SMILES ... O.O
LUMO level ... 0.502 eV

Element x y z (Å)
H: 0.177 -1.453 -1.305
H: -0.576 -0.123 -1.118
H: 0.616 0.783 0.574
H: -0.432 0.257 1.347
O: 0.232 -0.614 -0.762
O: -0.016 1.151 1.264

Cartesian forces, eV/Å:
H 0.40 1.28 1.03
H 1.62 -0.70 0.84
H -0.51 1.40 1.03
H -0.18 1.16 0.62
O -2.04 -0.78 -2.14
O 0.71 -2.37 -1.38

=====

Record 2
A 2-piece molecular cluster, H4O2 overall at a distorted geometry. Source: the OMol25 dataset; level of theory: ωB97M-V with the def2-TZVPD basis set.

HOMO-LUMO gap ... 11.741 eV
2S+1 ... 1
Net charge ... 0
SMILES ... O.O
LUMO level ... 0.612 eV

Element x y z (Å)
H: 2.400 -0.444 0.202
H: 1.508 0.897 0.298
H: -2.095 0.694 -0.258
H: -0.761 -0.018 0.333
O: 1.524 -0.028 -0.085
O: -1.656 -0.113 0.013

Cartesian forces, eV/Å:
H -1.87 1.07 -0.49
H 0.37 -1.66 -0.62
H 0.64 0.29 0.20
H 0.26 0.59 -0.19
O 1.47 0.68 1.17
O -0.87 -0.98 -0.06